Molecular formula: C35H88CaO21V2
Method: DFT, ωB97M-V with the def2-TZVPD basis set

XYZ file:
```
147
C35H88CaO21V2 (ωB97M-V with the def2-TZVPD basis set)
V -2.05 2.01 -1.58
V -1.11 6.27 0.54
Ca 1.49 2.92 1.44
O -0.28 2.31 -0.19
O 0.38 1.95 3.34
O 1.57 0.53 -3.03
O -0.31 6.11 -0.86
O 0.79 6.32 3.39
O -0.63 0.37 -0.95
O 3.52 1.48 2.54
O -0.68 2.14 -3.47
O -5.21 -3.59 -1.73
O -2.45 -1.37 0.25
O 2.04 4.67 2.95
O 0.31 4.93 1.83
O -3.23 1.37 0.31
O -2.55 3.53 -1.70
O 1.17 -0.64 4.19
O -2.24 5.10 0.71
O 3.11 4.03 0.19
O -3.17 1.02 -2.32
O 1.07 0.83 0.43
O -0.02 -5.64 -2.84
O 2.41 -1.34 1.89
C -1.06 -4.10 -4.34
C 3.02 -2.43 1.27
C -4.69 3.04 1.37
C 3.23 3.50 -1.11
C -1.02 -5.53 -3.80
C -6.63 -1.77 -2.38
C 4.22 -3.03 2.02
C -4.41 -2.55 -3.80
C -1.99 1.42 -5.49
C 1.35 -1.40 5.32
C 3.27 -0.40 -4.39
C -1.17 2.50 -4.81
C 2.07 -0.68 -3.47
C 0.08 2.83 -5.56
C -2.76 -2.53 2.46
C -0.86 2.33 4.01
C -2.01 -2.44 1.09
C 0.06 1.13 -0.21
C 1.95 -3.47 0.98
C 1.01 5.29 2.74
C -2.15 -3.75 0.28
C 4.88 1.65 2.36
C 1.95 -2.81 5.09
C -2.43 -6.00 -3.32
C -4.51 1.58 0.92
C 5.50 0.49 1.61
C -5.15 -2.32 -2.44
C -0.55 2.41 5.56
C 2.50 -1.32 -2.13
C 2.71 4.69 -2.02
C -1.87 1.24 3.64
C 5.74 1.87 3.73
C -5.54 1.00 -0.08
C 4.69 3.22 -1.29
C 2.21 -0.54 6.30
H 5.29 4.08 -0.99
H -1.51 0.23 3.85
H 0.16 1.72 -3.65
H 0.36 -1.47 5.78
H -2.04 1.62 -6.56
H -0.06 -3.85 -4.68
H 4.77 -2.41 2.73
H 0.35 3.01 5.72
H -7.27 -2.12 -1.57
H -1.83 -3.69 -0.76
H 1.75 -1.01 1.28
H 2.95 -2.65 4.69
H -1.25 -3.45 -3.49
H -1.45 0.47 -5.48
H 0.85 3.44 -5.10
H 0.43 1.88 -5.96
H -1.88 3.32 -4.81
H -7.11 -2.07 -3.31
H 2.53 -4.19 0.41
H 2.80 2.52 -1.30
H -1.16 3.36 3.78
H 5.00 2.55 1.77
H 1.74 -1.01 3.51
H -5.43 -3.35 -0.82
H -2.96 1.39 -4.98
H -0.16 -4.90 -2.24
H -2.96 -5.29 -2.68
H 5.42 1.08 4.41
H -0.27 1.42 5.90
H 2.05 -3.36 6.02
H -0.64 -6.16 -4.61
H 3.64 4.82 0.15
H 3.49 -2.07 0.35
H 3.20 -0.69 -1.58
H -3.21 -4.02 0.32
H 4.90 0.27 0.73
H -1.01 -2.22 1.46
H -3.66 -3.14 2.47
H -4.49 -1.60 -1.95
H 1.69 4.90 -1.70
H 5.00 2.31 -0.78
H 1.16 -3.08 0.34
H 0.97 0.27 -2.32
H 3.31 0.55 2.42
H -0.11 3.28 -6.54
H -2.83 1.38 4.15
H -3.04 -1.61 2.96
H -4.22 -1.55 -4.21
H -1.63 -4.58 0.75
H 0.62 1.03 3.42
H 2.64 4.43 -3.08
H -2.38 -6.84 -2.63
H -2.07 -3.00 3.16
H 6.79 2.09 3.56
H -3.78 3.26 1.93
H -5.51 1.55 -1.03
H 3.04 -2.26 -2.25
H 1.18 -3.38 4.57
H -1.81 -1.01 -0.36
H -6.54 1.06 0.35
H 2.88 0.04 5.66
H -2.91 0.48 0.47
H 4.89 2.94 -2.33
H -5.64 3.08 1.91
H -4.64 1.02 1.84
H -4.82 -3.22 -4.56
H -1.79 -4.01 -5.14
H -6.71 -0.69 -2.25
H 3.93 0.39 -4.03
H 1.72 -1.45 -1.39
H 5.42 -0.37 2.29
H 1.50 0.08 6.83
H 6.55 0.53 1.34
H -1.33 2.86 6.17
H 2.72 -1.19 7.00
H -5.33 -0.04 -0.31
H 2.92 -0.17 -5.40
H -3.04 -6.34 -4.16
H -4.69 3.74 0.53
H -2.07 1.34 2.58
H 3.75 -1.38 -4.37
H 4.16 -4.04 2.43
H 4.95 -3.24 1.24
H -3.45 -3.01 -3.60
H 3.43 5.50 -1.89
H 5.30 2.75 4.19
H 1.32 -1.35 -3.90
H 1.63 -3.91 1.93
```

As for the HOMO-LUMO gap: 5.0 eV. The total energy comes out at -5532.0884 Ha.

Löwdin atomic charge list, values in e, 6 entries: 0.9868, 1.1754, 1.5315, -0.1066, -0.1663, -0.0602

Molecular formula: C35H91N3O13
Method: DFT, ωB97M-V with the def2-TZVPD basis set

XYZ file:
```
142
C35H91N3O13 (ωB97M-V with the def2-TZVPD basis set)
O -2.51 -5.15 5.97
O 5.58 5.41 -1.31
O 0.59 5.14 -1.51
O -0.65 -3.16 -4.40
O 3.07 -0.49 6.30
O -7.68 -3.08 0.42
O -0.55 4.41 3.45
O -0.64 -0.82 -0.61
O -3.17 1.25 2.72
O 5.09 -2.32 1.63
O 1.25 1.25 -2.80
O 3.10 -0.88 -0.21
O 1.98 -2.05 -9.84
N 4.08 2.74 -2.33
N 0.02 -3.92 -7.29
N -3.03 4.15 1.79
C -2.96 4.03 3.31
C -2.68 -7.10 4.50
C -1.44 -2.74 -5.51
C -1.55 3.62 3.81
C -3.43 -4.73 3.76
C 0.15 -0.33 1.64
C 3.66 1.73 -3.30
C 1.27 -3.10 -9.25
C 0.89 5.45 -0.10
C 1.23 4.03 0.48
C -2.82 2.84 1.08
C -1.90 -1.79 1.19
C -6.54 -2.36 0.91
C 0.21 -2.24 -3.74
C -7.16 -1.45 1.95
C 1.99 6.50 0.03
C 3.09 -1.61 -9.10
C -5.60 -3.39 1.56
C -1.31 -3.85 -6.68
C -3.82 1.76 1.54
C 0.35 -2.75 -8.04
C 5.44 4.60 -0.14
C 0.66 4.03 4.18
C 5.24 -1.19 0.84
C 0.90 -1.17 5.76
C -3.98 0.31 3.48
C 5.56 4.63 -2.53
C 2.36 -1.26 5.42
C -0.09 1.73 -3.04
C -1.02 -0.59 0.69
C 2.94 -2.72 5.47
C 2.28 1.70 -3.80
C 4.12 4.02 -2.97
C -3.22 -5.72 4.87
C 3.98 -0.34 0.68
H -1.59 0.34 0.64
H 3.69 -2.49 -8.84
H -7.61 -0.60 1.44
H -3.93 -5.16 2.90
H -1.83 2.46 1.34
H 0.08 -1.54 5.15
H -0.03 5.87 0.32
H 5.69 5.34 0.62
H 0.44 -2.81 -2.85
H -2.43 -2.45 -5.16
H 3.91 -2.63 4.97
H 1.47 4.66 3.80
H -3.29 -7.51 3.70
H -4.88 1.98 1.69
H 2.55 6.45 0.96
H 0.74 -0.11 5.95
H 1.89 -3.90 -8.86
H 5.91 5.32 -3.31
H 3.95 0.83 -2.75
H -4.82 -2.90 2.14
H -0.31 5.38 -1.74
H -3.90 0.94 0.82
H -1.74 -6.88 3.99
H 2.29 -3.46 5.00
H -2.46 -4.28 3.55
H 3.38 -0.06 1.54
H 0.58 -4.26 -6.52
H -4.76 0.76 4.10
H 3.47 4.77 -2.53
H 2.03 2.70 -4.14
H -7.96 -1.93 2.51
H -6.09 -1.72 0.15
H 0.16 -0.33 -0.81
H 2.59 -0.76 4.48
H 4.37 0.58 0.23
H 2.72 6.26 -0.74
H -2.33 -1.68 2.19
H -1.44 -4.81 -6.17
H 1.43 7.43 -0.09
H -4.24 -5.83 5.23
H 3.27 2.78 -1.74
H -4.22 -4.03 4.04
H 5.61 -1.32 -0.18
H -3.01 3.08 0.04
H -3.27 -0.03 4.23
H 0.70 -1.55 6.77
H 6.41 3.95 -2.52
H -6.31 -3.98 2.15
H -1.39 2.60 3.48
H 1.41 4.13 1.55
H 2.21 3.73 0.09
H -0.13 -0.46 2.69
H 6.02 3.68 -0.18
H 2.87 -1.14 -8.14
H -1.66 3.66 4.90
H -3.06 4.98 3.85
H -8.49 -2.65 0.71
H -0.74 1.26 -2.30
H -4.40 -0.48 2.86
H 2.38 1.00 -4.63
H 1.14 -1.98 -4.26
H 5.07 -3.13 1.12
H -0.36 -1.36 -3.44
H -6.35 -1.04 2.56
H 4.28 1.88 -4.18
H -0.49 -2.11 -8.32
H -1.99 -3.74 -7.52
H -0.41 1.37 -4.01
H -5.12 -4.10 0.88
H -0.19 2.81 -3.16
H 3.59 -1.33 -0.91
H 0.86 -1.11 1.38
H -1.28 -2.67 1.37
H 3.99 -0.74 6.45
H 4.38 4.38 0.01
H -1.09 -1.77 -5.86
H 0.63 4.27 5.24
H -3.69 3.35 3.73
H 0.87 2.96 4.21
H 0.66 -3.50 -10.06
H -1.61 -4.98 5.67
H 6.04 -0.64 1.33
H -2.38 -7.77 5.31
H 1.00 -2.07 -7.49
H 0.62 0.65 1.50
H -2.08 4.49 1.71
H 3.58 -0.86 -9.72
H 0.48 3.30 0.15
H -2.61 -1.94 0.38
H 4.10 4.12 -4.05
H 3.16 -2.98 6.50
```

As for the HOMO-LUMO gap: 8.9 eV. The total energy comes out at -2530.1296 Ha. The SMILES is COCCNCCOC.COCCNCCOC.COCCNCCOC.CC(C)O.CC(C)O.CC(C)O.CC(C)O.CC(C)O.OCCO.

Löwdin atomic charge list, values in e, 6 entries: -0.0456, -0.2128, -0.0876, -0.2134, -0.0508, -0.0642